(1)
C54H114N6O6 | ωB97M-V/def2-TZVPD

For the LUMO energy, the calculation gives 0.0256 Eh. The HOMO-LUMO gap is 0.3159 hartree. Its energy above the lowest of the compared OMol25 structures with the same formula, charge and spin is 864.63 kJ/mol. As for the structure (SMILES): CC1(C)CCCC(C)(C)N1O.CC1(C)CCCC(C)(C)N1O.CC1(C)CCCC(C)(C)N1O.CC1(C)CCCC(C)(C)N1O.CC1(C)CCCC(C)(C)N1O.CC1(C)CCCC(C)(C)N1O.

Structure (ORCA input):
```
! RIJCOSX wB97M-V def2-TZVPD def2/J DEFGRID3
* xyz 0 1
C 6.45175 8.84420 5.52677
C -10.17467 8.17588 -1.41020
H 11.53034 0.88875 -0.76541
C -11.71066 -3.17509 11.34082
H 14.09090 -0.27355 1.51980
O 0.79659 -0.06592 -0.28614
H -1.93605 -7.06529 -9.83481
C -8.25244 6.84030 -3.92219
C -0.99563 -3.24255 0.76586
C -1.51595 -1.91874 -1.28875
H 7.54818 7.30374 2.59255
H 3.27505 -0.79622 -0.19077
H -6.73910 8.78088 -1.68234
H -12.68400 -0.82579 10.57184
H -9.84915 -0.65069 7.78821
H 1.23619 -12.32450 -13.09398
H -6.50666 8.12195 -4.52107
H -0.30644 -4.35785 -0.98043
H 2.69382 8.21504 2.94057
H -1.13729 -1.02612 -1.78669
H 15.81294 -3.58838 1.01387
N 14.53540 -0.78921 -0.28251
H 16.06828 -1.81285 1.40670
C 14.44710 -2.21866 0.09090
H -2.02215 -3.60800 0.79439
O -1.26619 -9.51314 -12.53345
H 12.33190 0.27100 0.48337
C -1.62398 -0.76099 1.06794
N 4.93741 7.36418 4.01162
H -9.50836 7.02205 -5.59321
H 2.15467 -9.82766 -11.26219
H 1.70182 8.46104 4.35501
C 4.00145 8.44935 6.19249
H 11.52579 -0.92859 -0.50052
H -12.05861 -3.08695 12.37002
C -9.62023 6.95822 -4.51085
H -11.59840 -0.89936 12.73708
H 15.07177 0.89060 -2.11607
H 3.10637 9.59493 3.87459
H 14.45263 -1.11470 -3.03577
C -0.65434 -8.77922 -10.38533
H -11.38015 0.12822 10.04987
H -9.39128 -4.82903 8.90472
C -7.57019 8.23718 -4.31200
H 2.20916 -1.55510 -2.36143
H 4.78278 10.37414 5.84660
H 0.07938 -12.69153 -10.49320
H -2.65878 -1.02453 1.28667
H -10.14224 6.02669 -4.29209
H -7.54387 -3.04299 8.89731
C -11.78169 -1.19570 8.62418
C 5.98291 9.54247 3.21338
H 13.50529 -3.33634 1.73838
C -7.77070 9.01266 -1.94731
H -1.12438 -0.65091 2.03044
H 3.65359 -2.44692 0.57127
H -12.23106 -2.18088 8.49925
H 13.29656 -1.69736 1.87818
H -7.76231 -1.27435 8.62179
C -11.70711 -0.91057 10.09583
H 0.49752 -7.34243 -9.12954
H 4.65359 7.35766 2.18975
N -8.36737 6.73105 -2.43006
H 13.53754 1.62261 -2.47108
H 13.86939 -4.13391 -0.84553
H 14.36087 1.92702 -1.04163
H -7.08774 5.77713 -5.56325
H -10.11842 -1.69701 12.93706
C 13.56080 -1.15550 -2.41041
H 12.82698 -0.82263 -3.14445
H 12.25479 -2.78971 -1.67140
H 12.27921 -2.57843 0.72922
H -10.59100 -1.92442 6.99932
C 0.53830 -8.34545 -9.55425
O 14.72748 -0.04242 0.83940
H 1.23902 0.38358 0.43759
H -2.59444 -9.90325 -10.16756
H -0.77782 -6.83875 -11.18317
C 1.84931 -2.44087 -1.83796
C -10.64751 -1.05938 12.22884
H 2.57248 -3.23034 -2.04258
H -0.74680 -3.25178 1.82705
H -8.09863 6.31397 0.16015
C 14.28740 -3.16414 -1.11549
H -2.42223 -7.64495 -11.29988
H 6.94062 9.99816 2.96192
C -0.03465 -4.21368 0.06525
H 7.46551 6.46483 4.14951
H 1.93736 -4.54783 -0.22316
H 3.05806 8.85921 6.55322
H -8.02391 8.53840 -5.25620
H -11.04465 -4.37259 8.88806
H 2.66676 -1.37937 1.28860
C -1.15227 -11.14092 -9.46438
H 13.04822 -3.22568 -3.05334
H -8.91295 7.72840 0.64861
H -10.46326 8.96305 -0.71366
C -7.91702 9.37615 -3.40776
H -10.09174 -4.23945 7.46104
C -10.86311 -1.89548 10.94830
C 1.73321 -10.77386 -10.92280
H -7.91464 4.70238 -4.36719
H -1.66641 0.27996 0.74748
C -8.13718 -2.27408 8.40246
H -0.39068 -11.88281 -13.47717
H -11.11273 -4.08186 11.43220
C -0.87453 -1.85367 0.11257
H -1.28321 -12.03934 -11.40413
C -8.60389 7.79982 -1.47545
H -0.39252 -11.07174 -8.68587
C 3.65222 7.70735 4.80920
C -8.20346 7.36816 -0.09634
H 7.15934 9.67132 5.58419
N -0.30252 -9.50908 -11.58754
H 3.42227 5.79871 5.63547
H -1.72503 -11.88422 -8.90980
H 5.21440 10.29513 3.38942
C 7.41778 7.44057 3.66603
H -0.13928 -5.19999 0.51729
H -10.65963 7.22941 -1.17120
H -0.80213 -8.94654 -13.15412
H 1.69063 -3.74077 1.28540
H -2.59025 -2.00909 -1.44945
H -8.02494 -2.50896 7.34401
H 5.55325 9.32997 2.23444
H -12.52716 -3.46862 10.68106
H -1.96439 -9.34241 -8.68373
C -0.45483 -11.77582 -10.74654
H -10.21226 7.82185 -4.20795
C 2.83460 6.52221 5.07042
H 1.90046 6.81616 5.54903
C -1.50305 -7.51388 -10.72890
C -1.64922 -9.71373 -9.65887
H 0.88753 -2.74882 -2.24814
H -8.03176 9.87746 -1.33734
C 12.10877 -0.00873 -0.54623
N 0.57310 -1.38211 0.09448
H -1.08895 -2.68173 -1.93961
H -8.01369 -2.41811 11.10890
H 8.40767 7.79731 3.95056
O 4.82370 6.64399 2.80889
C 15.85575 -2.56344 0.64542
C 1.40081 -3.71693 0.23491
H 1.43320 -8.29604 -10.17458
H 1.52050 -10.62978 -9.86350
C -10.06361 -4.05487 8.53494
O -8.77928 -2.99115 11.02457
H 0.99163 -10.73271 -13.69049
O -8.92606 5.42430 -2.09964
C 2.71297 8.58256 3.96656
H -12.31666 -0.39868 8.10780
C -7.40787 5.65381 -4.52865
H -7.27025 7.80683 0.25693
H -7.28088 10.25227 -3.53357
C 0.53470 -11.49115 -13.05481
H 5.48671 9.65187 7.23857
C 1.63078 -2.28689 -0.33822
H -6.45042 5.51629 -4.02619
C 13.53653 -0.23573 -1.20393
H 4.01835 7.69962 6.98351
H 15.22542 -3.40484 -1.61578
H -10.20266 -0.09511 11.98310
C 0.36561 -10.85192 -11.61713
C 6.09449 8.30964 4.06939
H 2.49679 -11.49859 -11.20531
C 13.29480 -2.47082 1.11016
H 0.65537 -8.99675 -8.68810
H -8.90126 9.82295 -3.54826
C 2.90701 -1.70896 0.27779
N -9.56369 -2.14886 10.27842
H -10.63978 8.47019 -2.35102
H 7.01672 8.06376 6.03649
H -8.20241 4.99631 -1.63625
H 2.42383 6.05977 4.17291
C -10.41816 -1.55363 8.00965
C 14.08879 1.09582 -1.69215
C 5.19283 9.43266 6.21209
C 13.22201 -2.63944 -2.15100
H 16.56179 -2.43622 -0.17520
C -9.62664 -2.58599 8.82572
*
```

(2)
C3H8N2O2 | ωB97M-V/def2-TZVPD

For the LUMO energy (alpha / beta), the calculation gives -0.1635 / -0.3111 Eh. The HOMO-LUMO gap (alpha / beta) is 0.3212 / 0.1736 hartree. Its energy above the lowest of the compared OMol25 structures with the same formula, charge and spin is 117.25 kJ/mol.

Structure (ORCA input):
```
! RIJCOSX wB97M-V def2-TZVPD def2/J DEFGRID3
* xyz 1 2
C -2.21501 -1.97039 -0.61126
N -1.02893 -1.40613 -0.44289
H 0.91784 -2.21987 -0.33138
N -0.76900 -3.63367 -0.49852
C -2.05928 -3.41623 -0.61833
H 1.21456 5.02767 -2.05973
H 2.27676 5.66651 -2.91856
H 1.50236 2.63336 3.84983
H 2.46800 3.79258 3.74315
O 2.06500 3.20143 4.40074
C -0.15581 -2.38167 -0.39162
H -3.14675 -1.45271 -0.78420
H -0.36852 -4.54628 -0.31677
H -2.81579 -4.18541 -0.64870
O 2.11457 4.89080 -2.37177
*
```

(3)
C36H44N3O5 | ωB97M-V/def2-TZVPD

For the LUMO energy, the calculation gives -0.1751 Eh. The HOMO-LUMO gap is 0.2176 hartree. Its energy above the lowest of the compared OMol25 structures with the same formula, charge and spin is 3590.45 kJ/mol. As for the structure (SMILES): CCOc1c2c(CCCCNC(C)=O)c(CCCOC)c(Cc3ccccc3)cc2cc(Cc2cccc(C)c2)[n+]1ON=O.

Structure (ORCA input):
```
! RIJCOSX wB97M-V def2-TZVPD def2/J DEFGRID3
* xyz 1 1
H -6.12896 1.39432 1.52092
C 1.96365 -2.47489 -4.34594
H 2.77245 1.41874 -5.64746
H 2.57394 -5.96198 -2.51467
H 2.29750 0.73664 0.52151
H -7.91149 -0.67630 1.57117
H 1.78162 1.83437 -8.10805
H -1.33366 -2.98757 -2.31909
C -1.38511 2.33576 1.64219
O -0.49510 3.23227 2.38404
C -5.59253 -0.64921 2.44645
C -1.96474 -0.11717 -1.99622
C -1.07471 1.63938 0.17649
C 1.93592 1.37955 -3.02202
C 1.58486 2.83138 -0.10167
H 0.85121 0.75441 2.14899
C -0.31814 -0.63870 -4.22854
H 3.63680 1.68578 -0.39955
H 5.60350 -2.54705 4.21730
C -3.84672 1.21316 1.62519
O 2.16924 3.36231 -6.52339
C 2.73602 -3.88289 -3.88755
H 2.90261 2.94845 2.52215
H -2.33705 -3.64659 3.77118
C 5.32865 -0.18751 4.35716
C 3.54518 2.30893 1.78445
H -3.25651 -5.18956 3.15820
H -0.51553 2.72104 4.47612
H 2.14410 3.55607 -3.85837
H 0.89536 1.69421 -6.11880
H 1.13773 3.26163 3.75753
H -8.25010 -3.50521 1.77454
C 0.56191 1.15895 -2.09411
O 6.30755 -0.19398 5.30205
N -2.76189 2.08245 2.29707
C 2.77900 1.82436 0.41960
H -1.32975 -0.82126 -4.80253
O -3.03241 2.68646 3.46319
N -3.15435 1.84718 4.49290
H 1.32253 3.70703 0.62025
C -2.17406 0.66539 -0.55575
C 2.39878 2.80482 -7.89025
C 0.49318 -4.58297 -2.32189
C 0.45409 -2.06515 -3.81978
C -6.04005 -3.97952 2.70473
H -4.43419 -0.24443 -0.29165
H 5.07190 0.60872 1.78813
H -2.83365 -0.81334 -2.39695
C -3.61622 0.43957 0.19047
H 3.54860 2.50096 -7.99647
C 2.01415 -4.97740 -2.85955
H 0.03299 0.22349 3.76059
H 3.31055 0.11416 2.35909
H 3.78337 -1.93885 3.87185
H 2.57066 -1.76536 -5.06719
H -6.26995 -5.12796 2.74377
H 2.07826 3.59552 -8.71692
C -5.35996 0.98244 2.30019
H 1.75248 0.98389 3.84920
H -3.66550 -4.46982 4.93778
H 0.42955 -0.07780 -4.93613
C 1.50805 2.57733 -4.10896
C 0.71362 1.06948 3.26706
H -3.41279 -1.22354 3.33562
C -3.36886 -4.20867 3.82014
C -7.23577 -2.99319 2.12104
H -0.00520 -5.35914 -1.57732
H 3.83148 -4.10627 -4.26887
C 0.17843 2.59376 3.51383
C 4.17509 0.92914 2.47101
N 4.65310 1.11928 3.89304
H 0.37640 2.90967 -3.97301
C -0.55130 0.14140 -2.77947
H 2.83168 1.82461 -2.41641
C 1.88493 2.18636 -5.66768
C 4.93577 -1.68100 3.74840
C -7.04352 -1.34017 1.99751
H 3.86711 1.25968 4.56865
H -5.50282 1.57913 3.29662
C -0.26601 -3.16908 -2.79095
H 4.45087 3.00605 1.44900
H 2.02801 3.36060 -1.07773
C 0.34336 1.90342 -0.61150
H 5.13749 -1.69196 2.58180
H 2.23699 0.38670 -3.58571
C -4.61910 -3.31431 3.18519
C -4.44930 -1.67692 3.01785
O -2.38528 0.90634 4.45489
*
```

(4)
C24H36N6O12 | ωB97M-V/def2-TZVPD

For the LUMO energy, the calculation gives 0.0017 Eh. The HOMO-LUMO gap is 0.3467 hartree. Its energy above the lowest of the compared OMol25 structures with the same formula, charge and spin is 187.36 kJ/mol. As for the structure (SMILES): C[N+](=O)[O-].C[N+](=O)[O-].C[N+](=O)[O-].C[N+](=O)[O-].C[N+](=O)[O-].C[N+](=O)[O-].c1ccccc1.c1ccccc1.c1ccccc1.

Structure (ORCA input):
```
! RIJCOSX wB97M-V def2-TZVPD def2/J DEFGRID3
* xyz 0 1
O -9.49319 3.69393 4.77444
O -5.07028 8.32773 0.80187
H 7.76884 2.44639 1.30912
H 1.62008 1.80531 -1.69307
H 3.68858 -7.39911 4.12628
C 2.99092 -5.64327 5.08612
N 9.36459 3.35482 2.49871
H 4.20802 -6.18350 2.00520
N 5.17179 -7.54002 -5.26516
H -4.86218 -6.25182 1.62547
H -7.23930 -5.66650 0.87913
H 9.04584 1.33048 1.88379
H 3.91743 -6.05186 -4.57655
H 7.84859 1.93914 3.01338
C -1.89886 0.41226 -1.41919
H 9.42447 8.79916 -3.47829
N -9.41520 2.90252 3.87667
H 3.35548 -3.91424 1.65544
C -1.59332 1.51588 -0.69276
H -9.31320 0.84016 3.69872
H -10.03936 1.50690 5.21014
H 3.48848 -7.83425 -4.21784
H -6.20484 8.32271 2.86828
C -0.89876 -0.29889 -2.08494
O 6.98109 8.68350 -4.25754
H -9.06462 -7.20668 1.67357
O 9.32084 4.00118 3.52886
N -6.05040 9.03881 0.94098
C -5.44789 -7.82601 2.86242
H -2.88980 -0.01622 -1.44813
C -6.70533 9.05792 2.23814
H -7.74138 8.72055 2.20875
C -7.03379 -6.48615 1.55169
C -7.83455 -8.30278 2.91099
C 2.61664 -4.30058 4.95931
H 2.43301 4.75848 -6.59432
H -0.09961 2.93923 -0.21880
C -8.04482 -7.33943 2.00339
H 9.51048 7.22068 -2.81220
H 9.38889 7.48147 -4.60926
H 2.26653 -3.72502 5.80344
C 0.64394 1.37645 -1.52090
C 9.04691 7.78655 -3.62028
N 1.93064 6.17488 -8.13827
H -4.41580 -8.05607 3.08207
O -8.95667 3.01805 2.73525
C 3.30682 -4.36496 2.63570
H -10.89544 1.47241 3.54250
O 6.93822 6.97007 -2.92389
C 3.47696 -6.34807 3.99620
H 0.84783 4.49562 -7.30623
O 2.90146 5.87256 -8.84762
C 3.68701 -5.68008 2.80615
H 2.56552 -2.69474 3.41920
C 8.43741 2.19961 2.13386
C 3.85683 -7.08502 -4.91860
H 1.26353 5.92536 -6.18238
C -5.72045 -6.82837 1.93753
C -9.98134 1.58860 4.12475
H 3.24651 -7.10756 -5.82143
H 2.77717 -6.17339 6.00246
N 7.53558 7.80611 -3.60359
C -0.30792 2.03817 -0.77655
C -6.54704 -8.59327 3.33575
O 1.17508 7.08652 -8.40846
C 0.35983 0.25872 -2.25932
O 5.33887 -8.54785 -5.89104
O 10.18129 3.57446 1.65134
H -2.29221 2.08979 -0.10238
O -6.41437 9.70496 0.04383
H -8.67065 -8.92296 3.19861
C 1.55630 5.26465 -6.99838
C 2.75015 -3.72464 3.68682
H -1.22135 -1.20955 -2.56769
H -6.77701 10.02527 2.73531
O 6.07354 -6.83925 -4.82864
H 1.12761 -0.18543 -2.87545
H -6.29466 -9.48045 3.89755
*
```

(5)
C26H36N8O3PtS2Se | ωB97M-V/def2-TZVPD

For the LUMO energy, the calculation gives -0.2470 Eh. The HOMO-LUMO gap is 0.2589 hartree. Its energy above the lowest of the compared OMol25 structures with the same formula, charge and spin is 79.43 kJ/mol.

Structure (ORCA input):
```
! RIJCOSX wB97M-V def2-TZVPD def2/J DEFGRID3
* xyz 2 1
H -3.47229 -2.09849 0.27313
H -1.34767 4.67669 -0.35170
H -4.17156 7.55313 1.12655
N 2.43392 0.55127 0.91454
C -1.16597 3.18070 2.36321
C 0.10817 2.99840 4.52873
H -4.00869 3.61325 0.68670
N -1.07884 3.21734 3.69337
H 3.16129 5.24789 2.83168
H 5.32874 1.57099 1.55482
H 1.47482 6.18417 4.41909
C 3.30114 1.53630 1.06536
C -2.77993 3.59804 5.52245
C 2.70334 4.62463 3.60166
H 2.90910 -0.32408 -3.87712
H -2.67018 2.66504 0.06970
H -4.59848 6.50379 -0.22029
C -4.08382 6.53774 0.74220
O 0.98262 -0.48878 4.11807
H -2.47480 -3.43316 -0.20402
H -0.15593 4.87013 5.54994
Pt 0.41752 0.56010 0.31114
H -4.51601 3.95336 6.69896
H -2.13441 6.10743 1.57374
H 0.83570 2.45948 3.92818
C -1.11063 -1.97941 3.59847
H -2.07981 -1.85434 3.12338
H 5.24402 -0.97553 1.63157
C 1.25717 -1.07462 -1.87554
H 2.61579 -1.58698 1.08567
H -6.03883 4.19707 4.78963
H 3.38629 4.59476 4.45234
O -1.03876 0.57596 3.22624
H 3.09093 2.59091 1.00964
C -2.33448 3.48827 4.20623
H 1.10827 3.31607 -1.15268
C 2.34634 2.84413 -2.84782
C -2.92482 3.57940 0.60221
C 2.86118 1.81952 -3.62245
C 0.65502 4.31257 5.07644
H 1.42152 -1.93284 -2.51708
H 0.69223 5.28469 3.14833
N 4.50183 1.02824 1.36067
N -2.56817 -2.45270 0.01315
S -1.83668 0.10785 -0.05004
H -4.62195 5.88952 1.43446
C 3.11585 -0.63559 1.10813
S -0.13520 -0.55559 3.22502
C -4.99208 4.00048 4.60249
H 2.61772 3.60615 3.21283
H 1.36561 4.06462 5.86900
N 0.42563 -1.11231 -0.90919
C -3.19263 3.63520 3.12230
C 2.54436 0.50949 -3.29233
H -0.61205 -2.87469 3.23216
H -0.19909 2.32352 5.32575
H -2.92344 4.83854 -1.09855
H 3.48983 2.03300 -4.47617
H 2.54698 3.88172 -3.07390
Se 0.29265 2.89347 1.20391
H -2.11180 3.47957 6.36407
H -5.23860 3.98691 2.47453
C 1.73555 0.25919 -2.20094
C -2.61982 6.13949 0.59180
C 1.34538 5.17637 4.02250
N -2.42041 3.46666 1.97936
C -4.11948 3.85909 5.69743
N 1.23978 1.27941 -1.44303
O 0.32655 -0.85775 1.77047
H -1.20287 -2.02090 4.68130
N -0.41542 -2.12834 -0.67175
C 1.54463 2.53601 -1.76326
C -2.40749 4.81328 -0.13438
H -2.09725 6.91392 0.02744
C 4.40767 -0.34330 1.39204
C -1.55160 -1.63466 -0.23675
C -4.55158 3.89031 3.30299
*
```